No. 1
Below is 10 unconnected molecules or ions with the total composition C20H30N10 at a distorted geometry, with properties calculated with ωB97M-V with the def2-TZVPD basis set.

Output
* orbital gap (spin up / spin down): 11.696 / 3.476 eV
* multiplicity: 2
* HOMO level (spin up / spin down): -0.5060 / -0.5059 Ha
* lowest unoccupied orbital energy (spin up / spin down): -2.1 / -10.3 eV
* relative energy (zero: lowest compared OMol25 entry of this formula, charge and spin): 0.0 kJ/mol
* net charge: +1
* expectation value of S²: 0.756

Geometry (Å):
C: -2.064 -0.176 -4.469
C: -2.178 0.140 -3.025
N: -2.262 0.468 -1.916
H: -1.876 -1.224 -4.702
H: -1.282 0.479 -4.854
H: -2.954 0.174 -4.992
C: -4.527 2.320 1.045
C: -4.156 1.840 2.371
N: -3.946 1.445 3.405
H: -4.839 3.331 1.309
H: -5.436 1.874 0.640
H: -3.667 2.334 0.376
C: 0.844 -3.327 0.013
C: 0.772 -3.557 -1.428
N: 0.705 -3.786 -2.551
H: 0.732 -2.258 0.196
H: 1.805 -3.619 0.438
H: -0.004 -3.814 0.495
C: 0.444 3.574 -2.150
C: -0.383 3.491 -3.302
N: -1.034 3.400 -4.291
H: -0.022 3.076 -1.299
H: 0.538 4.649 -1.994
H: 1.428 3.151 -2.350
C: 0.715 -1.921 4.144
C: 1.870 -1.694 3.314
N: 2.771 -1.535 2.585
H: 0.145 -2.769 3.767
H: 0.134 -1.020 4.340
H: 1.075 -2.059 5.164
C: 3.017 1.692 2.021
C: 1.809 1.418 2.861
N: 0.840 1.277 3.485
H: 3.638 2.277 2.699
H: 2.690 2.276 1.160
H: 3.435 0.735 1.709
C: 2.324 -0.096 -3.696
C: 1.694 -1.152 -4.527
N: 1.165 -1.954 -5.180
H: 2.038 -0.270 -2.659
H: 1.895 0.837 -4.062
H: 3.405 0.003 -3.801
C: 4.710 0.368 -0.838
C: 3.985 -0.923 -1.159
N: 3.373 -1.898 -1.351
H: 3.987 1.184 -0.858
H: 5.446 0.464 -1.637
H: 5.195 0.237 0.129
C: -1.084 0.573 0.941
C: 0.097 0.649 0.135
N: 1.072 0.795 -0.505
H: -0.845 0.397 1.989
H: -1.653 -0.325 0.699
H: -1.628 1.514 0.865
C: -4.403 -2.139 3.782
C: -3.182 -2.295 3.052
N: -2.184 -2.357 2.467
H: -5.254 -2.452 3.176
H: -4.552 -1.111 4.112
H: -4.377 -2.708 4.712

Cartesian forces, eV/Å:
C -0.1 0.8 0.3
C -0.2 0.1 0.5
N 0.2 -0.5 -1.3
H 0.0 0.1 0.3
H 0.2 -0.2 -0.1
H -0.2 -0.2 0.2
C -0.2 1.0 0.9
C -0.9 0.0 -2.9
N 0.7 -1.0 2.7
H 0.2 0.4 -0.7
H 0.4 -0.5 0.0
H -0.4 -0.1 -0.1
C 0.0 -0.2 -0.7
C 0.7 1.1 4.0
N -0.2 -0.5 -3.4
H -0.1 0.3 -0.1
H -0.1 -0.2 -0.2
H -0.1 -0.1 0.1
C 0.4 0.6 0.6
C -3.1 -1.0 -4.9
N 2.4 0.3 3.7
H 0.1 0.1 -0.1
H 0.3 0.0 0.6
H -0.1 0.0 0.1
C 0.1 0.2 1.2
C 1.9 0.6 -2.1
N -1.9 -0.4 1.5
H -0.1 0.2 0.3
H -0.2 0.1 -1.0
H 0.2 -0.8 0.0
C -1.3 -0.1 1.1
C -0.9 0.0 0.0
N 1.5 0.2 -0.8
H 0.5 -0.1 -0.5
H 0.2 0.0 0.1
H 0.1 0.2 0.2
C -0.6 -0.4 -1.3
C 1.3 1.1 1.6
N -0.5 -0.7 -0.2
H -0.1 0.1 0.2
H -0.3 0.2 0.3
H -0.1 -0.6 -0.1
C -0.6 -1.8 -0.8
C -0.8 -0.5 0.5
N 1.1 1.7 0.2
H 0.1 -0.1 0.1
H 0.2 0.4 0.2
H 0.0 0.2 -0.1
C -0.5 -0.6 0.9
C 3.0 0.6 -1.7
N -2.3 -0.6 1.5
H 0.4 0.4 0.0
H -0.4 0.4 -0.5
H -0.2 -0.3 -0.1
C -0.9 0.1 0.8
C 1.8 0.2 -1.0
N -1.0 -0.1 0.5
H 0.0 0.0 0.1
H 0.2 0.2 -0.4
H 0.0 -0.3 -0.2

No. 2
Below is C20H30N4OS in the gas phase, with properties calculated with ωB97M-V with the def2-TZVPD basis set.

Output
* orbital gap: 8.487 eV
* HOMO level: -0.2881 Ha
* SMILES string: Cc1ccc(NC(=S)N2CCC(C(N)=O)(N3CCCCC3)CC2)c(C)c1
* lowest unoccupied orbital energy: 0.6 eV
* relative energy (zero: lowest compared OMol25 entry of this formula, charge and spin): 1.5 kJ/mol

Geometry (Å):
C: 3.473 4.055 0.160
C: 3.445 2.557 0.155
C: 2.521 1.869 0.932
C: 2.495 0.489 0.939
C: 3.384 -0.235 0.151
C: 4.335 0.437 -0.623
C: 4.346 1.823 -0.603
H: 5.078 2.345 -1.204
C: 5.316 -0.337 -1.449
H: 5.859 0.323 -2.120
H: 4.805 -1.097 -2.039
H: 6.040 -0.843 -0.809
N: 3.375 -1.641 0.147
C: 2.330 -2.456 0.484
N: 1.090 -2.140 0.064
C: -0.059 -2.891 0.502
C: -1.160 -1.929 0.950
H: -1.983 -2.524 1.345
H: -0.772 -1.298 1.753
C: -1.606 -1.024 -0.208
N: -2.529 0.036 0.223
C: -3.224 0.705 -0.864
H: -2.565 0.788 -1.727
C: -3.655 2.096 -0.408
C: -4.591 1.977 0.789
C: -3.904 1.155 1.873
C: -3.452 -0.196 1.313
H: -2.963 -0.752 2.112
H: -4.350 -0.759 0.990
H: -4.578 0.990 2.716
H: -3.025 1.692 2.232
H: -4.854 2.964 1.171
H: -5.514 1.478 0.482
H: -4.148 2.615 -1.231
H: -2.768 2.663 -0.123
H: -4.120 0.138 -1.178
C: -0.343 -0.320 -0.748
H: -0.581 0.217 -1.664
C: 0.785 -1.295 -1.071
H: 1.670 -0.742 -1.383
H: 0.465 -1.936 -1.902
H: -0.019 0.404 0.000
C: -2.244 -1.870 -1.329
O: -1.871 -1.846 -2.482
N: -3.299 -2.626 -0.946
H: -3.660 -2.625 -0.010
H: -3.786 -3.155 -1.651
H: 0.242 -3.535 1.331
H: -0.424 -3.525 -0.316
S: 2.666 -3.834 1.346
H: 4.275 -2.077 0.304
H: 1.796 -0.042 1.568
H: 1.823 2.419 1.546
H: 2.473 4.457 0.005
H: 4.129 4.435 -0.619
H: 3.833 4.421 1.122

Cartesian forces, eV/Å:
C 0.0 0.0 0.1
C 0.0 0.0 0.0
C 0.1 0.0 -0.1
C 0.1 -0.1 0.0
C 0.0 0.6 0.0
C -0.1 -0.2 0.0
C -0.1 0.0 0.1
H 0.1 0.1 -0.1
C -0.1 0.0 0.0
H 0.1 0.0 0.0
H 0.0 -0.1 -0.1
H 0.1 -0.1 0.0
N 0.2 0.0 -0.3
C -0.1 -0.4 0.0
N 0.4 0.1 0.1
C -0.3 -0.1 0.4
C 0.0 0.0 -0.3
H 0.0 0.0 0.1
H 0.0 0.0 0.1
C 0.4 0.3 0.0
N -0.1 -0.2 0.0
C 0.1 0.5 -0.1
H 0.0 -0.1 0.0
C -0.3 -0.2 -0.1
C 0.3 0.1 0.1
C -0.3 -0.2 -0.1
C 0.1 0.1 0.3
H 0.0 -0.1 -0.1
H 0.0 0.0 0.0
H 0.0 0.0 0.1
H 0.1 0.0 0.1
H -0.1 0.0 0.0
H -0.1 0.0 0.0
H 0.0 0.1 0.0
H 0.1 0.1 0.0
H 0.1 0.0 0.0
C 0.0 -0.3 -0.2
H 0.0 0.0 0.0
C 0.0 0.4 -0.5
H -0.1 -0.1 0.0
H 0.1 0.1 0.1
H -0.1 0.0 0.0
C 0.0 0.1 0.2
O 0.1 0.1 -0.3
N -0.3 -0.3 0.1
H 0.0 0.0 0.0
H 0.0 0.1 0.0
H -0.1 0.1 -0.2
H 0.1 -0.1 0.0
S 0.3 -0.5 0.3
H -0.3 0.0 0.1
H -0.1 0.0 0.1
H -0.1 0.1 0.1
H 0.0 0.1 0.0
H 0.0 0.1 0.0
H 0.0 0.1 0.0

No. 3
Below is a molecular structure, C20H30N6S2Zr, with properties calculated with ωB97M-V with the def2-TZVPD basis set.

Output
* orbital gap: 7.282 eV
* HOMO level: -0.5254 Ha
* lowest unoccupied orbital energy: -7.0 eV
* net charge: +2

Geometry (Å):
Zr: 0.273 -0.092 -0.566
N: 0.281 -4.655 -1.491
C: 0.145 -3.329 -1.474
S: 0.788 -2.516 -0.031
N: -0.391 -2.736 -2.501
N: -0.537 -1.390 -2.309
C: -1.196 -0.768 -3.218
C: -1.532 0.644 -3.036
C: -2.340 1.306 -3.941
C: -2.723 2.613 -3.664
C: -2.294 3.207 -2.490
C: -1.471 2.487 -1.640
N: -1.086 1.235 -1.903
H: 0.754 -5.147 -0.754
H: -0.023 -5.166 -2.305
H: -1.568 -1.314 -4.080
H: -2.674 0.803 -4.838
H: -3.357 3.153 -4.354
H: -2.581 4.214 -2.226
H: -1.109 2.916 -0.715
C: 1.389 1.854 0.524
C: 1.785 1.851 -0.840
C: 2.537 0.659 -1.079
C: 2.670 -0.032 0.158
C: 1.904 0.670 1.130
C: 1.790 0.329 2.585
C: 3.613 -1.157 0.435
C: 3.221 0.311 -2.369
C: 1.648 2.959 -1.840
C: 0.686 2.947 1.276
H: 2.571 0.839 3.154
H: 1.909 -0.740 2.764
H: 0.829 0.640 2.996
H: 3.265 -1.813 1.231
H: 4.567 -0.728 0.753
H: 3.799 -1.768 -0.446
H: 4.209 0.773 -2.407
H: 2.666 0.670 -3.236
H: 3.359 -0.764 -2.479
H: 2.639 3.354 -2.071
H: 1.052 3.786 -1.459
H: 1.210 2.632 -2.785
H: 1.247 3.188 2.180
H: -0.322 2.673 1.593
H: 0.626 3.861 0.687
C: -1.394 -3.028 3.526
N: -1.341 -2.001 2.481
C: -2.033 -0.889 2.353
S: -1.796 0.172 0.969
N: -2.958 -0.451 3.194
C: -3.495 -1.049 4.423
H: -0.564 -3.703 3.339
H: -2.320 -3.598 3.485
H: -1.258 -2.591 4.511
H: -0.781 -2.237 1.666
H: -3.333 0.452 2.947
H: -3.799 -2.077 4.260
H: -4.378 -0.476 4.688
H: -2.778 -0.981 5.238

Cartesian forces, eV/Å:
Zr -0.1 -0.3 0.3
N -0.1 0.0 -0.1
C 0.1 -0.1 0.2
S 0.1 0.1 -0.3
N 0.0 0.2 0.1
N 0.0 0.1 -0.2
C -0.1 0.0 -0.1
C 0.0 -0.1 -0.1
C 0.0 0.1 0.0
C 0.0 0.0 0.0
C 0.1 0.0 0.1
C 0.0 0.0 0.0
N 0.1 -0.2 -0.1
H 0.0 0.0 0.0
H 0.0 0.0 0.0
H 0.0 0.0 0.0
H 0.0 0.0 0.0
H 0.0 0.0 0.0
H 0.0 0.0 0.0
H 0.0 0.0 0.0
C 0.0 -0.1 0.1
C 0.0 0.0 0.0
C 0.0 0.0 0.1
C -0.1 0.1 0.0
C 0.0 0.1 0.0
C 0.0 0.0 0.0
C 0.0 0.0 0.0
C 0.0 0.0 0.0
C 0.0 0.0 0.0
C 0.0 0.1 0.0
H 0.0 0.0 0.0
H 0.0 0.0 0.0
H 0.0 0.0 0.0
H 0.0 0.0 0.0
H 0.0 0.0 0.0
H 0.0 0.0 0.0
H 0.0 0.0 0.0
H 0.0 0.0 0.0
H 0.0 0.0 0.0
H 0.0 0.0 0.0
H 0.0 0.0 0.0
H 0.0 0.0 0.0
H 0.0 0.0 0.0
H 0.0 0.0 0.0
H 0.0 0.0 0.0
C 0.1 0.0 0.0
N -0.1 -0.1 -0.2
C 0.0 0.2 0.1
S 0.1 0.0 -0.1
N 0.1 0.0 0.0
C 0.0 0.0 -0.1
H 0.0 0.0 0.0
H 0.0 0.0 0.0
H 0.0 0.0 0.0
H 0.0 0.0 0.1
H 0.0 0.0 0.0
H 0.0 0.0 0.0
H 0.0 0.0 0.0
H 0.0 0.0 0.0

No. 4
Below is 2 unconnected molecules or ions with the total composition C20H30NO at a distorted geometry, with properties calculated with ωB97M-V with the def2-TZVPD basis set.

Output
* orbital gap: 4.414 eV
* HOMO level: -0.3579 Ha
* lowest unoccupied orbital energy: -5.3 eV
* relative energy (zero: lowest compared OMol25 entry of this formula, charge and spin): 0.0 kJ/mol
* net charge: +1

Geometry (Å):
C: 2.414 2.085 2.334
O: 1.087 2.292 1.814
C: 0.206 1.320 1.854
C: -1.161 1.608 2.139
C: -2.103 0.548 2.209
C: -3.451 0.821 2.357
C: -3.921 2.141 2.422
C: -5.399 2.398 2.483
C: -2.985 3.189 2.433
C: -1.631 2.944 2.293
H: 2.824 3.086 2.472
H: 2.371 1.550 3.294
H: 3.012 1.519 1.610
H: 0.573 0.281 1.808
H: -1.731 -0.473 2.120
H: -4.181 0.012 2.401
H: -5.620 3.469 2.507
H: -5.927 1.953 1.628
H: -5.823 1.942 3.386
H: -3.343 4.214 2.536
H: -0.906 3.755 2.259
C: 3.987 -2.900 -0.125
C: 2.740 -3.687 -0.511
C: 1.918 -2.945 -1.558
N: 1.637 -1.572 -1.184
C: 0.592 -0.917 -1.804
C: -0.068 0.120 -1.186
C: -1.325 0.720 -1.702
C: -1.823 0.132 -3.042
C: -0.700 -0.442 -3.911
C: 0.123 -1.478 -3.140
C: 2.672 -0.746 -0.594
C: 3.633 -1.488 0.331
H: 4.516 -3.418 0.680
H: 4.662 -2.848 -0.988
H: 3.008 -4.665 -0.921
H: 2.124 -3.870 0.377
H: 2.456 -2.980 -2.525
H: 0.967 -3.483 -1.704
H: 0.261 0.483 -0.211
H: -2.124 0.595 -0.954
H: -1.195 1.811 -1.801
H: -2.533 -0.676 -2.813
H: -2.361 0.902 -3.605
H: -1.120 -0.902 -4.813
H: -0.033 0.367 -4.241
H: 0.973 -1.788 -3.773
H: -0.487 -2.386 -2.968
H: 3.266 -0.246 -1.391
H: 2.197 0.069 -0.031
H: 3.195 -1.532 1.336
H: 4.539 -0.880 0.411

Cartesian forces, eV/Å:
C 0.8 -0.5 -0.1
O -1.7 -0.7 0.2
C 0.2 0.9 1.3
C 0.2 0.1 -0.7
C 0.0 0.0 -0.2
C 0.2 -0.4 -0.1
C 0.1 -0.2 0.0
C -0.1 0.2 0.1
C 0.3 0.3 0.0
C 0.0 -0.1 -0.2
H -0.1 -0.2 0.0
H -0.1 0.3 -0.4
H -0.1 0.1 0.1
H -0.1 0.4 0.1
H -0.2 0.2 0.0
H 0.3 0.1 0.0
H 0.0 -0.2 0.0
H 0.3 0.1 0.2
H 0.1 0.0 -0.1
H 0.1 -0.3 -0.1
H -0.3 -0.1 0.0
C 0.0 0.0 -0.1
C -0.1 0.2 0.0
C 0.3 -0.2 -0.5
N 0.3 -0.2 0.8
C -1.5 0.9 0.8
C 0.8 -1.5 -1.0
C -0.3 0.7 -0.5
C 0.0 -0.2 0.1
C 0.0 0.1 0.2
C -0.3 0.2 -0.1
C 0.5 0.2 -0.4
C -0.2 0.1 0.3
H 0.1 0.1 -0.2
H 0.0 0.0 0.1
H 0.0 0.1 0.1
H 0.0 0.1 0.0
H 0.0 -0.1 0.2
H 0.3 0.3 0.1
H 0.1 -0.2 -0.4
H 0.1 0.0 -0.1
H -0.1 -0.1 0.0
H 0.1 0.1 -0.2
H 0.0 -0.2 0.2
H 0.1 0.1 0.2
H -0.1 -0.1 0.1
H -0.2 0.1 0.4
H 0.2 0.3 -0.1
H -0.2 -0.2 0.1
H 0.2 -0.2 -0.2
H 0.0 -0.1 0.0
H 0.0 -0.1 0.1

The DFT total energy results, record by record, are as follows: -1327.15505 -1472.60963 -1951.72410 -909.78105 a.u..